Molecular formula: C26H37
Method: DFT, ωB97M-V/def2-TZVPD

```
63
C26H37, DFT ωB97M-V/def2-TZVPD
C -3.111 -4.398 0.436
C -0.756 2.456 5.744
C 2.665 1.603 -3.122
C 0.954 0.996 2.667
C 2.335 1.012 2.085
C 0.060 -0.816 -1.699
C -0.532 1.766 4.431
C 2.517 3.938 -4.084
C -1.870 -3.606 0.740
C 0.560 2.725 -3.107
C 2.084 0.464 -2.573
C -0.815 -1.549 -2.719
C 0.702 0.451 -2.275
C 1.911 2.733 -3.432
C 0.697 -3.457 0.586
C -1.463 0.546 2.522
C -0.061 1.607 -2.555
C -2.702 0.030 1.870
C -0.659 -4.047 0.381
C 0.743 1.644 3.876
C 2.978 -0.725 -2.322
C -1.542 1.744 -2.303
C -1.612 1.221 3.732
C -0.709 -0.567 -0.352
C 0.144 -0.411 0.824
C -0.139 0.366 1.971
H -1.315 0.339 -0.462
H 3.981 -0.488 -2.693
H 1.160 -0.811 0.715
H 2.962 1.679 2.687
H -1.684 -0.955 -3.029
H -0.046 3.609 -3.310
H -0.446 3.512 5.729
H 1.031 -2.871 -0.285
H 3.735 1.597 -3.332
H 2.354 1.387 1.049
H -0.211 -1.768 -3.608
H 2.385 4.840 -3.469
H -0.625 -5.042 -0.077
H -1.421 -1.401 -0.197
H -3.343 -5.121 1.232
H -1.167 -2.507 -2.310
H -1.971 2.435 -3.044
H 0.868 -1.520 -1.462
H -3.544 0.198 2.550
H 2.803 0.016 2.091
H -1.821 2.422 6.010
H 1.593 2.091 4.389
H -3.992 -3.754 0.317
H 0.784 -2.814 1.470
H -2.652 -1.046 1.668
H -0.185 1.964 6.546
H 2.648 -1.636 -2.842
H -1.744 2.197 -1.321
H 2.042 4.150 -5.053
H -2.014 -2.718 1.354
H -2.946 0.551 0.932
H 1.434 -4.272 0.669
H -2.103 0.810 -2.382
H -2.613 1.331 4.146
H 3.588 3.792 -4.261
H -2.981 -4.977 -0.490
H 3.079 -0.946 -1.250
```

## Properties
- calculated total energy (hartree) = -1012.62930
- total charge = +1
- HOMO-LUMO gap (eV) = 5.76